#one
The following is a DFT calculation (wB97M-V/def2-TZVPD) of one molecule with the formula C4H7Br.

Geometry (Å):
C1 -1.019 -1.220 -1.345
C2 -0.700 -0.204 -0.591
C3 0.542 0.795 1.399
C4 0.584 0.145 0.078
Br1 1.469 1.368 -1.117
H1 -1.921 -1.472 -1.981
H2 -0.379 -2.014 -1.351
H3 -1.472 0.515 -0.746
H4 0.101 1.771 1.575
H5 1.546 0.867 1.723
H6 -0.001 0.082 2.067
H7 1.248 -0.633 0.290

Properties
Structure (SMILES): C=C[C@H](C)Br
LUMO: 1.01 eV
HOMO level: -9.744 eV

#two
The following is a DFT calculation (wB97M-V/def2-TZVPD) of one molecule with the formula C4H7Br.

Geometry (Å):
C1 -1.257 0.797 0.037
C2 -0.140 0.118 -0.009
C3 1.146 0.838 -0.100
C4 -0.030 -1.276 -0.052
Br1 -2.939 -0.030 0.031
H1 -1.168 1.807 0.249
H2 1.746 0.634 0.820
H3 1.775 0.461 -0.860
H4 0.978 1.894 -0.206
H5 -0.101 -1.571 0.980
H6 0.823 -1.810 -0.387
H7 -0.833 -1.863 -0.502

Properties
Structure (SMILES): CC(C)=CBr
LUMO: 1.01 eV
HOMO level: -8.865 eV

Pick #two: it beats the second-best structure by 0.359 eV.

#one
The following is a DFT calculation (wB97M-V/def2-TZVPD) of one molecule with the formula C5H5NOS.

Geometry (Å):
C1 -1.062 0.230 -0.012
C2 -2.344 -0.128 -0.002
C3 1.314 -0.407 -0.002
C4 1.671 0.988 -0.005
C5 2.015 2.131 -0.005
H1 0.482 -2.458 -0.001
H2 -0.712 1.281 0.001
H3 -2.660 -1.155 -0.008
H4 -3.140 0.629 0.010
H5 2.367 3.176 0.029
N1 -0.002 -0.683 -0.004
O1 -0.392 -1.992 0.003
S1 2.463 -1.612 -0.004

Properties
Structure (SMILES): C#CC(=S)N(O)C=C
LUMO: -0.45 eV
HOMO level: -8.646 eV

#two
The following is a DFT calculation (wB97M-V/def2-TZVPD) of C5H5NOS as an isolated structure.

Geometry (Å):
C1 -1.272 -0.091 0.001
C2 -0.204 0.327 -1.009
C3 -0.214 0.293 1.015
C4 0.900 -0.724 0.722
C5 0.904 -0.707 -0.743
H1 -0.448 0.627 -2.013
H2 -0.635 2.068 0.054
H3 -0.441 0.579 2.030
H4 1.078 -1.607 1.339
H5 1.074 -1.571 -1.395
N1 0.112 1.373 0.008
O1 2.010 -0.204 -0.001
S1 -2.863 -0.363 -0.008

Properties
LUMO: 0.09 eV
HOMO level: -8.833 eV

#three
The following is a DFT calculation (wB97M-V/def2-TZVPD) of one molecule with the formula C5H5NOS.

Geometry (Å):
C1 0.788 -1.018 -0.471
C2 -0.544 -0.953 0.033
C3 1.714 -0.111 -0.748
C4 -1.408 -0.031 0.626
C5 2.600 0.767 -1.060
N1 -1.134 1.202 1.029
O1 -2.659 -0.541 0.826
S1 -2.174 2.168 1.746
H1 1.082 -2.029 -0.736
H2 -1.061 -1.902 -0.070
H3 2.632 1.188 -2.052
H4 3.361 1.116 -0.383
H5 -3.195 0.145 1.260

Properties
Structure (SMILES): C=C=C/C=C(/O)N=S
LUMO (spin up / spin down): -2.03 / -2.03 eV
HOMO level (spin up / spin down): -8.308 / -8.330 eV

Pick #two: it beats the second-best structure by 0.373 eV.